Entry from the OMol25 dataset: a cluster of 2 separate species, C5H9NO in total at a distorted geometry (ωB97M-V with the def2-TZVPD basis set).

Values from the calculation:
**E**: -8866.6181 eV
**Net charge**: 0
**HOMO**: -9.361 eV
**LUMO level**: 0.0231 hartree
**ΔE to the lowest compared entry with this formula, charge and spin**: 59.8 kcal/mol
**Kohn-Sham gap**: 9.989 eV

```
16
Properties=species:S:1:pos:R:3:forces:R:3
C 2.0489 -0.2056 -0.2303 0.1 0.0 0.0
C 0.6648 0.1725 0.3027 0.0 0.1 0.0
C -0.4138 -0.7712 -0.1497 -0.2 0.2 -0.3
O -0.3361 -2.0335 0.3549 0.1 0.0 0.2
C -1.4041 -0.4707 -0.9963 0.2 -0.1 0.1
C -2.5017 2.8342 1.7748 0.4 -0.5 -0.9
N -2.1107 2.2233 0.8521 -0.5 0.6 1.0
H 2.1061 -0.0351 -1.3093 0.0 -0.1 0.1
H 2.8237 0.3967 0.2497 -0.1 0.0 0.0
H 2.2841 -1.2593 -0.0410 0.0 0.2 0.0
H 0.4128 1.1909 -0.0038 0.1 -0.1 0.0
H 0.6756 0.1809 1.4024 0.0 0.0 -0.1
H -1.8432 1.5880 0.1223 -0.1 -0.1 0.1
H 0.3748 -2.0852 1.0068 -0.1 0.0 -0.1
H -2.1541 -1.2086 -1.2579 0.1 0.1 0.0
H -1.4490 0.4912 -1.4966 0.1 -0.1 0.1
```
Positions in Å, forces in eV/Å.

Löwdin population analysis, charges in e, atoms 1 to 8: C -0.09; C -0.21; C -0.44; O 0.04; C 0.04; C -0.08; N 0.04; H 0.08